1.
DFT (ωB97M-V/def2-TZVPD) results for 2 unconnected molecules or ions with the total composition C17H25NS2 in a non-equilibrium geometry.

## Properties
Gap between HOMO and LUMO (eV): 4.284

ORCA input file:
```
! wB97M-V def2-TZVPD RIJCOSX def2/J DEFGRID3
* xyz 0 1
C -3.317 1.268 2.736
C -2.593 -0.079 2.672
C -1.111 0.070 3.024
N -0.497 1.096 2.202
C 0.867 1.026 1.936
S 1.716 -0.341 2.434
S 1.560 2.367 1.183
C -1.115 2.414 2.294
C -2.603 2.357 1.942
H -4.342 1.155 2.371
H -3.374 1.582 3.787
H -3.054 -0.797 3.361
H -2.664 -0.499 1.660
H -1.005 0.304 4.098
H -0.598 -0.889 2.850
H -0.996 2.838 3.312
H -0.598 3.102 1.595
H -2.693 2.172 0.864
H -3.054 3.336 2.145
C 3.466 1.262 -1.211
C 2.906 -0.060 -0.951
C 1.756 -0.646 -1.472
C 1.489 -2.035 -1.163
C 2.445 -2.834 -0.336
C 0.345 -2.646 -1.634
C -0.594 -1.957 -2.404
C -1.827 -2.662 -2.869
C -0.338 -0.627 -2.738
C 0.797 0.040 -2.310
C 0.969 1.456 -2.737
H 4.450 1.357 -0.734
H 3.551 1.521 -2.273
H 2.835 2.014 -0.705
H 3.479 -0.656 -0.236
H 2.093 -3.870 -0.219
H 3.428 -2.868 -0.819
H 2.553 -2.400 0.665
H 0.166 -3.698 -1.409
H -2.446 -2.010 -3.495
H -1.568 -3.560 -3.446
H -2.425 -2.987 -2.007
H -1.054 -0.092 -3.366
H 0.133 1.752 -3.382
H 0.983 2.142 -1.885
H 1.878 1.583 -3.331
*
```

Mulliken population analysis, charges in e, atoms 1 to 5:
1 C -0.706
2 C -0.619
3 C -0.773
4 N 0.165
5 C 0.498



2.
DFT (ωB97M-V/def2-TZVPD) results for C4H7NO2 in the gas phase.

## Properties
Gap between HOMO and LUMO (eV): 10.838

ORCA input file:
```
! wB97M-V def2-TZVPD RIJCOSX def2/J DEFGRID3
* xyz 0 1
C -1.380 -1.116 -0.274
C -0.362 -0.040 -0.027
N -0.604 1.068 0.563
O -1.919 1.161 0.983
C 1.020 -0.140 -0.591
C 2.152 0.488 0.078
O 1.999 -0.927 0.075
H -2.285 -0.680 -0.711
H -0.988 -1.886 -0.943
H -1.682 -1.594 0.665
H -1.956 2.060 1.334
H 1.047 -0.248 -1.678
H 2.968 0.895 -0.518
H 1.993 0.958 1.046
*
```

Mulliken population analysis, charges in e, atoms 1 to 5:
1 C -1.138
2 C 0.538
3 N -0.443
4 O -0.397
5 C 0.042



3.
DFT (ωB97M-V/def2-TZVPD) results for C6H12N2 in the gas phase in a non-equilibrium geometry.

## Properties
Gap between HOMO and LUMO (alpha / beta) (eV): 7.213 / 7.218

ORCA input file:
```
! wB97M-V def2-TZVPD RIJCOSX def2/J DEFGRID3
* xyz 0 1
C -1.098 0.388 -0.834
C -2.008 -0.781 -0.502
C 1.218 1.512 -1.028
C -0.032 0.091 1.645
C 0.859 -0.271 0.728
N 1.855 -1.188 1.019
C 0.617 0.158 -0.673
N -0.766 0.173 2.584
H 2.546 -1.353 0.295
H 1.637 -1.844 1.761
H -0.551 -0.510 3.318
H -1.132 0.560 -1.915
H -1.463 1.320 -0.395
H 0.972 -0.605 -1.376
H -1.529 -1.745 -0.697
H -2.334 -0.755 0.540
H -2.919 -0.731 -1.109
H 1.040 1.755 -2.080
H 2.302 1.512 -0.860
H 0.786 2.313 -0.421
*
```

Mulliken population analysis, charges in e, atoms 1 to 5:
1 C -0.983
2 C -1.107
3 C -1.370
4 C 0.213
5 C 0.054



4.
DFT (ωB97M-V/def2-TZVPD) results for CH3NS2 in the gas phase in a non-equilibrium geometry.

## Properties
Gap between HOMO and LUMO (eV): 8.516

ORCA input file:
```
! wB97M-V def2-TZVPD RIJCOSX def2/J DEFGRID3
* xyz 0 1
C 0.667 1.132 0.452
N -0.502 -1.209 -0.360
S 0.994 2.694 0.886
S -0.825 0.508 -0.308
H 1.199 0.204 0.704
H -1.330 -1.787 -0.048
H -0.204 -1.541 -1.327
*
```

Mulliken population analysis, charges in e, atoms 1 to 5:
1 C -0.205
2 N -0.575
3 S -0.205
4 S 0.100
5 H 0.335



5.
DFT (ωB97M-V/def2-TZVPD) results for 2 unconnected molecules or ions with the total composition C4H5Cl in a non-equilibrium geometry.

## Properties
Gap between HOMO and LUMO (alpha / beta) (eV): 8.855 / 8.412
Expectation value of S²: 2.030

ORCA input file:
```
! wB97M-V def2-TZVPD RIJCOSX def2/J DEFGRID3
* xyz 0 3
C -2.117 -0.260 -0.179
C -1.022 0.216 0.250
C 2.121 -0.264 0.303
C 3.028 0.494 -0.225
Cl 4.769 0.000 -0.139
H -2.985 0.523 -0.166
H -2.471 -1.255 -0.460
H 0.139 0.519 0.220
H 2.262 -1.167 0.734
H 3.128 1.462 -0.632
*
```

Mulliken population analysis, charges in e, atoms 1 to 5:
1 C -0.344
2 C -0.178
3 C -0.451
4 C -0.150
5 Cl -0.197



6.
DFT (ωB97M-V/def2-TZVPD) results for 2 unconnected molecules or ions with the total composition C18H37NO11P2S in a non-equilibrium geometry.

## Properties
Gap between HOMO and LUMO (eV): 9.406

ORCA input file:
```
! wB97M-V def2-TZVPD RIJCOSX def2/J DEFGRID3
* xyz 0 1
C -3.048 4.416 -2.488
C -3.503 3.884 -0.986
C -4.011 2.290 -1.010
O -3.419 1.670 0.185
C -3.582 0.210 0.206
C -3.087 -0.709 -1.056
O -3.393 -0.714 -2.355
O -2.136 -1.786 -0.623
C -1.304 -1.120 0.434
C -0.294 -2.100 1.328
C 0.570 -3.156 0.420
P 2.487 -2.982 0.628
O 2.913 -1.923 1.727
O 3.118 -4.538 1.195
C 4.584 -4.412 1.188
C 5.305 -4.994 2.557
O 3.115 -2.663 -0.971
C 4.100 -1.571 -0.974
C 4.193 -1.051 -2.561
S -0.128 -0.109 -0.614
C 0.215 -0.885 -2.327
O -0.610 1.341 -0.923
O 1.305 0.061 0.026
C -2.479 -0.385 1.314
C -2.069 0.575 2.589
C -0.951 1.724 2.253
C -0.815 2.695 3.603
P -3.613 -1.690 2.215
O -3.976 -1.202 3.709
H -2.313 3.612 -2.973
H -2.400 5.411 -2.403
H -3.955 4.539 -3.224
H -2.500 3.869 -0.340
H -4.255 4.593 -0.436
H -3.635 1.864 -2.033
H -5.181 2.314 -1.032
H -4.731 0.104 0.505
H 0.376 -1.374 1.997
H -0.896 -2.759 2.120
H 0.258 -3.170 -0.729
H 0.323 -4.258 0.809
H 4.969 -5.067 0.273
H 4.989 -3.328 1.003
H 5.091 -4.277 3.477
H 5.030 -6.113 2.761
H 6.465 -4.951 2.357
H 5.184 -1.895 -0.668
H 3.796 -0.624 -0.357
H 3.989 -1.971 -3.255
H 5.200 -0.500 -2.801
H 3.258 -0.321 -2.697
H 0.540 0.031 -3.018
H 1.138 -1.614 -2.314
H -0.726 -1.408 -2.786
H -2.997 1.136 3.073
H -1.597 -0.156 3.404
H -1.228 2.447 1.370
H 0.109 1.218 2.037
H -0.426 2.102 4.537
H -0.047 3.569 3.373
H -1.865 3.201 3.841
H -4.916 -1.803 1.545
H -3.057 -3.018 2.213
C 1.464 3.581 -2.597
N 0.252 4.443 -2.645
O -0.322 4.553 -3.734
O -0.088 4.986 -1.587
H 1.644 3.171 -3.593
H 2.301 4.205 -2.280
H 1.270 2.780 -1.880
*
```

Mulliken population analysis, charges in e, atoms 1 to 5:
1 C -0.927
2 C 0.008
3 C -0.462
4 O -0.203
5 C -0.491



7.
DFT (ωB97M-V/def2-TZVPD) results for C25H22N2O6S in the gas phase in a non-equilibrium geometry.

## Properties
Gap between HOMO and LUMO (eV): 7.610

ORCA input file:
```
! wB97M-V def2-TZVPD RIJCOSX def2/J DEFGRID3
* xyz 0 1
C -2.653 -2.314 -1.262
H -2.154 -2.104 -2.212
O -3.664 -1.369 -0.993
C -3.306 -0.064 -0.827
C -2.020 0.430 -0.909
C -1.760 1.790 -0.698
C -2.829 2.646 -0.422
C -4.118 2.159 -0.331
C -4.371 0.811 -0.529
O -5.624 0.259 -0.504
C -6.448 0.497 0.630
C -7.862 0.860 0.185
H -8.508 0.904 1.057
H -7.866 1.821 -0.321
H -8.235 0.102 -0.499
H -6.034 1.293 1.260
C -6.494 -0.794 1.486
O -7.103 -0.842 2.517
O -5.819 -1.815 0.986
H -5.377 -1.564 0.142
H -4.938 2.829 -0.117
H -2.644 3.698 -0.270
C -0.431 2.343 -0.747
C 0.767 1.725 -0.745
C 2.012 2.512 -0.770
O 2.081 3.719 -0.833
N 3.111 1.688 -0.712
C 2.902 0.341 -0.624
N 3.845 -0.482 -0.590
C 3.762 -1.846 -0.407
C 4.646 -2.652 -1.125
C 4.639 -4.020 -0.940
C 3.771 -4.599 -0.027
C 2.910 -3.800 0.706
C 2.899 -2.431 0.521
H 2.244 -1.806 1.111
H 2.243 -4.244 1.429
H 3.773 -5.669 0.119
H 5.318 -4.639 -1.507
H 5.317 -2.188 -1.830
S 1.129 0.017 -0.643
C 4.460 2.224 -0.655
C 5.120 1.862 0.633
C 4.744 2.076 1.928
C 5.733 1.460 2.731
C 6.631 0.919 1.863
O 6.266 1.156 0.594
H 7.536 0.368 2.020
H 5.766 1.428 3.800
H 3.878 2.610 2.263
H 5.049 1.812 -1.479
H 4.353 3.308 -0.767
H -0.369 3.426 -0.760
H -1.204 -0.232 -1.142
H -1.911 -2.345 -0.459
H -3.162 -3.274 -1.325
*
```

Mulliken population analysis, charges in e, atoms 1 to 5:
1 C -0.996
2 H 0.357
3 O -0.517
4 C 0.282
5 C -0.513



8.
DFT (ωB97M-V/def2-TZVPD) results for a molecular structure, C12H25N6Sn in a non-equilibrium geometry.

## Properties
Gap between HOMO and LUMO (eV): 7.740

ORCA input file:
```
! wB97M-V def2-TZVPD RIJCOSX def2/J DEFGRID3
* xyz 1 1
Sn -0.079 -1.598 0.792
C 2.514 -2.685 0.317
N 3.200 -1.419 0.181
C 4.359 -1.341 -0.690
C 4.644 0.159 -0.688
N 3.340 0.730 -0.348
C 3.298 2.151 -0.100
C 2.514 -0.213 0.254
N 1.356 -0.153 0.792
C 0.592 1.079 0.853
C -0.738 0.801 1.561
N -1.504 -0.153 0.792
C -2.568 0.087 0.133
N -3.162 -0.920 -0.623
C -2.421 -2.101 -1.008
C -4.165 -0.402 -1.536
C -4.544 0.912 -0.862
N -3.357 1.216 -0.062
C -3.454 2.337 0.841
H 3.233 -3.510 0.358
H 1.845 -2.856 -0.532
H 1.927 -2.719 1.241
H 4.103 -1.685 -1.698
H 5.207 -1.921 -0.314
H 5.010 0.507 -1.659
H 5.379 0.409 0.086
H 4.118 2.663 -0.616
H 3.395 2.365 0.969
H 2.373 2.592 -0.479
H 0.394 1.463 -0.154
H 1.125 1.836 1.436
H -1.245 1.745 1.744
H -0.542 0.367 2.549
H -1.985 -2.597 -0.134
H -1.616 -1.844 -1.705
H -3.080 -2.826 -1.498
H -5.023 -1.073 -1.642
H -3.724 -0.218 -2.523
H -5.413 0.771 -0.208
H -4.766 1.697 -1.592
H -4.339 2.945 0.625
H -2.590 2.998 0.727
H -3.534 2.001 1.880
H -0.079 -1.598 2.542
*
```

Mulliken population analysis, charges in e, atoms 1 to 5:
1 Sn -0.017
2 C -1.197
3 N 0.070
4 C -0.625
5 C -0.662



9.
DFT (ωB97M-V/def2-TZVPD) results for 3 unconnected molecules or ions with the total composition C2H9NO3.

## Properties
Gap between HOMO and LUMO (eV): 10.366

ORCA input file:
```
! wB97M-V def2-TZVPD RIJCOSX def2/J DEFGRID3
* xyz 0 1
O -1.641 -1.015 -0.869
C -1.571 0.103 -0.433
C -0.277 0.759 -0.005
N 0.301 1.576 -1.076
H -2.479 0.711 -0.246
H -0.495 1.409 0.843
H 0.385 -0.071 0.283
H 1.217 1.909 -0.802
H 0.483 0.959 -1.863
H -0.836 -0.666 2.415
H -1.667 -1.473 3.418
O -1.553 -0.579 3.065
H 2.549 -1.132 -2.339
H 2.569 -1.535 -0.873
O 3.012 -0.955 -1.518
*
```

Mulliken population analysis, charges in e, atoms 1 to 5:
1 O -0.450
2 C 0.083
3 C -0.253
4 N -0.666
5 H 0.307



10.
DFT (ωB97M-V/def2-TZVPD) results for C10H13BrCl2O4 in the gas phase in a non-equilibrium geometry.

## Properties
Gap between HOMO and LUMO (eV): 9.585

ORCA input file:
```
! wB97M-V def2-TZVPD RIJCOSX def2/J DEFGRID3
* xyz 0 1
C 0.366 -0.475 3.558
C -0.317 0.891 3.052
O -0.058 1.222 1.671
C -0.454 0.167 0.770
C -1.251 0.703 -0.512
O -0.459 0.822 -1.727
C 0.806 1.467 -1.461
O 0.765 2.557 -0.867
C 2.094 0.717 -2.014
C 3.437 1.569 -2.015
O 3.644 2.641 -1.440
Br 4.973 0.762 -3.036
C -2.506 -0.240 -0.898
Cl -4.203 0.407 -0.851
C -2.298 -1.573 -1.311
C -0.900 -2.316 -1.465
Cl -3.785 -2.568 -1.767
H -0.466 -1.279 3.532
H 0.743 -0.447 4.632
H 1.157 -0.839 2.814
H 0.142 1.748 3.676
H -1.444 0.909 3.316
H 0.510 -0.418 0.504
H -1.145 -0.608 1.283
H -1.702 1.738 -0.308
H 1.871 0.459 -3.120
H 2.167 -0.291 -1.477
H -0.142 -2.089 -0.648
H -1.126 -3.446 -1.384
H -0.418 -2.189 -2.506
*
```

Mulliken population analysis, charges in e, atoms 1 to 5:
1 C -0.837
2 C -0.288
3 O -0.318
4 C -0.499
5 C 0.202



11.
DFT (ωB97M-V/def2-TZVPD) results for a molecular structure, C13H29AlNO9S in a non-equilibrium geometry.

## Properties
Gap between HOMO and LUMO (eV): 7.188

ORCA input file:
```
! wB97M-V def2-TZVPD RIJCOSX def2/J DEFGRID3
* xyz -1 1
O -7.288 -0.143 1.611
N -7.051 -1.158 1.060
O -6.249 -0.981 -0.038
C -4.830 -0.859 0.333
Al -3.790 -2.653 0.348
C -2.995 -3.058 2.188
C -2.685 -1.814 3.075
C -1.897 -0.701 2.361
C -0.503 -1.160 1.856
S 0.016 0.020 0.546
O 1.327 -0.321 -0.043
O -0.014 1.369 1.182
O -1.108 -0.016 -0.629
H -4.315 -0.212 -0.391
H -4.717 -0.415 1.338
H -2.562 -2.558 -0.697
H -4.746 -3.849 -0.151
H -3.754 -3.643 2.743
H -2.081 -3.677 2.145
H -2.207 -2.094 4.032
H -3.652 -1.367 3.362
H -1.734 0.141 3.048
H -2.439 -0.283 1.502
H -0.498 -2.180 1.460
H 0.251 -1.014 2.637
H -0.869 0.677 -1.288
O -0.498 0.797 -3.056
C 0.330 0.101 -3.581
O 1.153 0.644 -4.486
C 2.266 -0.049 -5.054
C 1.843 -0.917 -6.221
C 0.400 -1.373 -3.297
H 2.804 -0.609 -4.288
H 2.944 0.727 -5.406
H 1.144 -1.695 -5.912
H 2.711 -1.396 -6.676
H 1.337 -0.315 -6.976
H -0.362 -1.881 -3.888
H 0.193 -1.528 -2.240
H 1.371 -1.818 -3.498
O 4.794 3.229 4.778
C 4.306 3.271 3.680
O 3.368 2.384 3.342
C 2.616 2.449 2.114
C 3.375 1.817 0.970
C 4.790 4.260 2.652
H 2.312 3.475 1.899
H 1.704 1.882 2.288
H 4.319 2.328 0.763
H 2.770 1.828 0.065
H 3.625 0.785 1.212
H 5.703 3.877 2.198
H 5.008 5.199 3.156
H 4.064 4.480 1.872
*
```

Mulliken population analysis, charges in e, atoms 1 to 5:
1 O -0.315
2 N 0.146
3 O -0.176
4 C -0.561
5 Al 0.183



12.
DFT (ωB97M-V/def2-TZVPD) results for a molecular structure, C37H49N2O2PdS2Si.

## Properties
Gap between HOMO and LUMO (alpha / beta) (eV): 6.722 / 5.796
Expectation value of S²: 6.068

ORCA input file:
```
! wB97M-V def2-TZVPD RIJCOSX def2/J DEFGRID3
* xyz 1 5
Pd -1.080 -0.205 -0.533
C 1.996 3.647 3.875
C 0.517 3.862 4.241
C -0.101 4.880 3.276
C 0.435 4.431 5.663
C -0.181 2.505 4.140
C -0.171 1.607 5.253
C -0.733 0.336 5.213
C -1.322 -0.083 4.040
S -2.037 -1.616 3.665
C -2.436 -0.983 2.057
N -1.882 0.285 1.798
C -1.348 0.791 2.890
C -0.773 2.092 2.981
C -3.173 -1.625 1.119
C -3.446 -3.049 1.172
C -3.976 -3.691 0.104
C -4.343 -2.975 -1.071
C -4.231 -1.599 -1.114
C -3.650 -0.909 -0.069
H 2.545 4.586 3.976
H 2.098 3.299 2.845
H 2.463 2.910 4.533
H 0.361 5.855 3.438
H -1.177 4.984 3.436
H 0.070 4.616 2.230
H 0.832 5.447 5.665
H 1.028 3.855 6.376
H -0.596 4.473 6.024
H 0.290 1.926 6.179
H -0.702 -0.304 6.084
H -0.836 2.731 2.113
H -3.173 -3.600 2.064
H -4.143 -4.760 0.147
H -4.765 -3.505 -1.915
H -4.645 -1.039 -1.944
O -4.133 0.413 0.124
C -3.511 1.522 -0.255
O -2.439 1.626 -0.806
H -4.130 2.388 -0.018
S -2.221 0.102 -5.211
C -1.898 0.484 -3.570
N -1.743 -0.519 -2.768
C -1.878 -1.725 -3.458
C -1.755 -2.998 -2.899
C -1.904 -4.093 -3.720
C -2.178 -3.939 -5.088
C -2.303 -2.689 -5.653
C -2.150 -1.580 -4.817
H -1.838 1.513 -3.240
H -1.536 -3.105 -1.844
H -1.805 -5.089 -3.307
H -2.291 -4.817 -5.711
H -2.511 -2.571 -6.708
C 1.856 -2.640 -2.716
C 2.088 -1.121 -2.692
C 3.603 -0.875 -2.823
C 1.438 -0.567 -3.971
Si 1.410 -0.335 -1.072
C 1.844 -1.430 0.474
C 1.669 -0.645 1.781
C 0.850 -2.605 0.547
C 3.278 -1.987 0.477
C 1.959 1.504 -0.892
C 3.425 1.631 -0.434
C 1.100 2.254 0.135
C 1.801 2.259 -2.219
H 2.255 -3.042 -3.654
H 0.795 -2.893 -2.682
H 2.359 -3.165 -1.908
H 3.963 -1.422 -3.702
H 4.178 -1.225 -1.967
H 3.838 0.175 -2.987
H 1.842 -1.112 -4.834
H 1.642 0.488 -4.135
H 0.363 -0.713 -3.982
H 0.703 -0.147 1.833
H 2.443 0.108 1.927
H 1.730 -1.340 2.628
H -0.194 -2.262 0.593
H 1.028 -3.184 1.462
H 0.928 -3.287 -0.298
H 4.027 -1.195 0.417
H 3.470 -2.696 -0.326
H 3.447 -2.518 1.422
H 3.588 1.223 0.564
H 3.696 2.694 -0.392
H 4.129 1.148 -1.110
H 1.206 1.840 1.134
H 0.038 2.259 -0.124
H 1.421 3.304 0.177
H 2.524 1.943 -2.969
H 1.967 3.328 -2.042
H 0.798 2.150 -2.645
*
```

Mulliken population analysis, charges in e, atoms 1 to 5:
1 Pd 0.608
2 C -1.468
3 C 2.169
4 C -1.704
5 C -1.914



no.,calculated total energy (hartree)
1,-1513.8358
2,-361.7490
3,-345.1957
4,-890.9886
5,-615.3291
6,-2670.8793
7,-1925.0084
8,-1014.8056
9,-362.0452
10,-4184.0711
11,-1885.1886
12,-2912.7521